The following is a DFT calculation (wB97M-V/def2-TZVPD) of C17H26FNOS in the gas phase.

As for the LUMO energy: 0.708 eV. The gap between HOMO and LUMO comes out at 9.29 eV. Its energy above the lowest of the compared OMol25 structures with the same formula, charge and spin is 0.6 kcal/mol. The calculation puts the total energy at -1291.426571 Eh. Its HOMO energy is -8.58 eV.

```
! wB97M-V def2-TZVPD RIJCOSX def2/J DEFGRID3
* xyz 0 1
C 1.197 2.202 -6.181
S -0.435 2.792 -5.645
C -1.193 1.227 -5.064
C -1.287 1.145 -3.548
C 0.097 1.130 -2.884
N 0.118 1.041 -1.438
C -0.443 2.191 -0.749
C -0.014 2.160 0.715
C -0.452 0.852 1.370
C -0.005 -0.380 0.571
C 1.518 -0.609 0.649
O 2.311 0.407 0.102
C -0.721 -1.646 1.102
C -0.419 -1.966 2.538
C 0.633 -2.814 2.870
C 0.927 -3.106 4.190
C 0.149 -2.542 5.184
F 0.427 -2.822 6.476
C -0.913 -1.708 4.889
C -1.190 -1.430 3.563
C -0.427 -0.191 -0.898
H 1.734 1.770 -5.343
H 1.728 3.071 -6.555
H 1.074 1.474 -6.979
H -2.189 1.195 -5.504
H -0.597 0.412 -5.472
H -1.833 0.235 -3.288
H -1.855 2.004 -3.184
H 0.669 0.278 -3.272
H 0.624 2.050 -3.154
H -0.071 3.099 -1.230
H -1.546 2.196 -0.805
H 1.068 2.258 0.779
H -0.467 3.002 1.242
H -0.053 0.796 2.384
H -1.544 0.841 1.433
H 1.743 -1.563 0.141
H 1.822 -0.706 1.696
H 1.850 0.726 -0.696
H -1.798 -1.500 0.988
H -0.430 -2.493 0.476
H 1.230 -3.257 2.088
H 1.742 -3.761 4.452
H -1.508 -1.293 5.687
H -2.025 -0.789 3.325
H -0.051 -1.027 -1.496
H -1.530 -0.204 -0.951
*
```

---

The following is a DFT calculation (wB97M-V/def2-TZVPD) of a molecular structure, C17H26GeMgN5O3 in a non-equilibrium geometry.

As for the LUMO energy: -10.786 eV. The gap between HOMO and LUMO comes out at 7.13 eV. The calculation puts the total energy at -3438.835114 Eh. Its HOMO energy is -17.92 eV.

```
! wB97M-V def2-TZVPD RIJCOSX def2/J DEFGRID3
* xyz 3 1
Mg 0.029 -0.080 0.222
N -1.489 -1.635 -1.852
N -2.416 -0.674 -2.297
C -2.460 0.532 -1.727
N -3.262 1.470 -2.173
N -1.578 0.671 -0.695
N -1.547 1.780 0.089
O -0.584 1.672 0.934
O -2.275 2.711 0.039
H -0.929 -1.926 -2.650
H -2.005 -2.449 -1.529
H -3.038 -0.896 -3.064
H -3.859 1.319 -2.975
H -3.341 2.355 -1.693
C 2.490 1.853 -1.602
C 2.564 1.604 -0.119
O 1.925 0.313 0.231
C 2.790 -0.858 0.123
C 1.908 -2.018 -0.278
H 2.946 2.816 -1.830
H 1.453 1.887 -1.947
H 3.025 1.093 -2.173
H 2.025 2.358 0.451
H 3.587 1.560 0.251
H 3.269 -1.021 1.087
H 3.554 -0.663 -0.626
H 1.062 -2.149 0.427
H 2.446 -2.964 -0.228
H 1.541 -1.903 -1.301
Ge -0.042 0.126 3.482
C 1.124 -1.323 3.506
C 2.385 -1.053 4.076
C 3.211 -2.106 4.429
C 2.806 -3.414 4.184
C 1.568 -3.690 3.600
C 0.723 -2.654 3.259
C -1.902 0.052 3.500
C -2.525 1.155 4.116
C -3.864 1.078 4.457
C -4.588 -0.071 4.161
C -3.988 -1.155 3.519
C -2.649 -1.102 3.189
H 0.588 1.455 3.862
H 2.703 -0.035 4.267
H 4.165 -1.909 4.900
H 3.461 -4.233 4.455
H 1.263 -4.716 3.438
H -0.250 -2.880 2.845
H -1.966 2.057 4.339
H -4.341 1.909 4.959
H -5.634 -0.127 4.435
H -4.565 -2.045 3.307
H -2.185 -1.961 2.722
*
```

---

The following is a DFT calculation (wB97M-V/def2-TZVPD) of 2 unconnected molecules or ions with the total composition C17H26IN2O9P.

As for the LUMO energy: -2.844 eV. The gap between HOMO and LUMO comes out at 2.10 eV. The calculation puts the total energy at -2088.913762 Eh. Its HOMO energy is -4.94 eV.

```
! wB97M-V def2-TZVPD RIJCOSX def2/J DEFGRID3
* xyz 0 1
C 0.284 4.049 5.086
C 0.920 2.838 4.454
O 2.079 2.575 4.610
O 0.166 2.097 3.611
C -1.160 1.718 4.032
C -2.227 2.450 3.246
C -2.271 2.109 1.745
C -3.296 1.037 1.375
C -2.956 -0.403 1.767
C -1.532 -0.789 1.453
O -1.294 -0.620 0.011
C -1.178 -1.715 -0.708
O -1.810 -2.728 -0.610
C -0.119 -1.618 -1.785
C -0.489 -1.974 -3.087
O -1.760 -2.300 -3.328
C 0.462 -1.923 -4.102
I -0.165 -2.478 -6.006
N 1.741 -1.535 -3.840
C 2.718 -1.519 -4.933
C 3.469 -2.849 -4.975
O 2.877 -3.887 -4.982
O 4.806 -2.738 -5.006
C 2.119 -1.180 -2.567
P 3.844 -0.669 -2.180
O 4.037 0.780 -1.986
C 1.198 -1.210 -1.528
C 1.610 -0.850 -0.113
N 1.829 0.572 0.100
H 0.296 4.853 4.350
H 0.887 4.356 5.935
H -0.741 3.897 5.412
H -1.282 1.876 5.105
H -1.224 0.641 3.882
H -2.018 3.520 3.336
H -3.209 2.286 3.694
H -1.265 1.883 1.382
H -2.565 3.024 1.226
H -4.237 1.283 1.864
H -3.518 1.017 0.312
H -3.138 -0.616 2.825
H -3.602 -1.044 1.163
H -0.792 -0.137 1.918
H -1.312 -1.817 1.745
H -1.838 -3.062 -3.916
H 2.207 -1.425 -5.885
H 3.386 -0.668 -4.845
H 5.185 -3.521 -4.578
H 4.604 -1.166 -3.240
H 4.185 -1.473 -1.084
H 2.492 -1.427 0.172
H 0.826 -1.179 0.562
H 2.792 0.811 0.274
H 1.458 1.152 -0.635
O -5.568 -0.060 0.078
H -5.911 -0.242 -0.804
*
```

---

The following is a DFT calculation (wB97M-V/def2-TZVPD) of a molecular structure, C17H26N2O in a non-equilibrium geometry.

As for the LUMO energy: 0.738 eV. The gap between HOMO and LUMO comes out at 8.70 eV. Its energy above the lowest of the compared OMol25 structures with the same formula, charge and spin is 379.4 kcal/mol. The calculation puts the total energy at -847.575488 Eh. Its HOMO energy is -7.96 eV.

```
! wB97M-V def2-TZVPD RIJCOSX def2/J DEFGRID3
* xyz 0 1
C -3.476 -1.628 4.845
C -2.887 -1.141 3.665
C -3.441 -0.262 2.893
C -2.790 0.382 1.671
C -1.628 -0.018 1.223
C -0.807 -0.956 2.089
C -1.420 -1.370 3.209
H -1.087 -2.425 3.737
C 0.538 -1.623 1.704
H 0.482 -2.096 0.871
H 1.068 -2.350 2.606
H 1.288 -0.842 1.566
N -0.920 0.529 0.119
C -0.442 1.700 0.065
O -0.811 2.593 0.693
C 0.181 2.129 -1.379
N 0.924 1.158 -1.850
C 1.147 1.176 -3.309
C 2.210 0.176 -3.872
H 2.137 0.242 -4.945
C 2.491 -1.109 -3.429
H 1.783 -1.493 -3.005
H 3.056 -1.771 -4.038
C 3.631 -0.936 -2.076
C 2.779 -0.631 -1.011
H 1.973 -1.028 -0.505
C 2.170 1.197 -1.194
H 2.116 1.343 -0.109
H 3.105 1.783 -1.663
H 3.583 -0.234 -0.069
H 4.379 -0.564 -2.423
H 3.716 -2.059 -1.985
H 3.192 0.874 -3.831
H 0.098 0.783 -3.776
H 1.177 2.194 -3.682
H -0.691 1.899 -1.951
H 0.410 2.926 -1.467
H -0.162 -0.067 -0.268
C -3.370 1.377 0.820
H -3.088 1.145 -0.241
H -2.983 2.530 1.132
H -4.211 1.522 1.097
H -4.299 0.261 2.939
H -4.589 -1.565 4.526
H -3.086 -2.749 4.897
H -3.446 -1.001 5.709
*
```

---

The following is a DFT calculation (wB97M-V/def2-TZVPD) of C17H26N2O3S2 in the gas phase in a non-equilibrium geometry.

As for the LUMO energy: 0.275 eV. The gap between HOMO and LUMO comes out at 9.36 eV. Its energy above the lowest of the compared OMol25 structures with the same formula, charge and spin is 7.3 kcal/mol. The calculation puts the total energy at -1794.994199 Eh. Its HOMO energy is -9.08 eV.

```
! wB97M-V def2-TZVPD RIJCOSX def2/J DEFGRID3
* xyz 0 1
O 1.748 -2.372 -3.740
C 1.156 -1.509 -3.134
C 1.707 -0.071 -2.997
C 1.918 0.237 -1.560
C 3.000 -0.073 -0.788
C 2.824 0.258 0.572
C 1.608 0.811 0.823
S 0.912 1.349 2.356
O 1.839 1.004 3.395
O -0.429 0.852 2.436
N 0.838 3.002 2.061
C -0.215 3.710 2.775
C 0.448 4.416 3.977
C 1.938 4.071 3.854
C 2.084 3.674 2.383
S 0.653 0.954 -0.596
N -0.023 -1.670 -2.516
C -0.657 -2.958 -2.313
C -0.552 -3.365 -0.829
C -1.773 -3.106 0.054
C -2.391 -1.713 -0.070
C -3.452 -1.634 -1.165
C -2.919 -1.724 -2.593
C -2.077 -2.964 -2.898
H 2.651 -0.029 -3.541
H 0.996 0.623 -3.445
H 3.890 -0.531 -1.180
H 3.549 0.087 1.346
H -0.974 2.983 3.064
H -0.664 4.432 2.087
H 0.293 5.493 3.911
H 0.035 4.068 4.921
H 2.181 3.206 4.470
H 2.587 4.900 4.127
H 2.917 2.996 2.202
H 2.178 4.552 1.737
H -0.398 -0.901 -1.981
H -0.049 -3.660 -2.896
H -0.329 -4.433 -0.779
H 0.309 -2.841 -0.407
H -1.455 -3.262 1.087
H -2.544 -3.850 -0.157
H -1.615 -0.962 -0.225
H -2.874 -1.465 0.878
H -4.173 -2.440 -1.005
H -3.993 -0.690 -1.065
H -3.780 -1.734 -3.268
H -2.346 -0.826 -2.831
H -2.594 -3.859 -2.552
H -1.980 -3.038 -3.983
*
```

---

The following is a DFT calculation (wB97M-V/def2-TZVPD) of 2 unconnected molecules or ions with the total composition C17H26N3S in a non-equilibrium geometry.

As for the LUMO energy: -4.016 eV. The gap between HOMO and LUMO comes out at 6.76 eV. Its energy above the lowest of the compared OMol25 structures with the same formula, charge and spin is 8.4 kcal/mol. The calculation puts the total energy at -1225.594996 Eh. Its HOMO energy is -10.77 eV.

```
! wB97M-V def2-TZVPD RIJCOSX def2/J DEFGRID3
* xyz 1 1
C -2.415 -0.069 -2.964
C -1.558 -1.029 -2.140
N -1.347 -0.594 -0.826
C -2.374 -0.142 -0.185
N -3.624 0.055 -0.806
C -3.756 0.130 -2.273
C -4.857 0.347 -0.054
C -4.565 1.306 1.089
C -3.730 0.584 2.136
S -2.083 0.232 1.553
H -1.897 0.895 -3.041
H -2.544 -0.438 -3.992
H -2.036 -2.015 -2.091
H -0.577 -1.190 -2.608
H -4.192 1.101 -2.534
H -4.474 -0.632 -2.591
H -5.631 0.732 -0.727
H -5.230 -0.604 0.337
H -3.980 2.147 0.698
H -5.484 1.737 1.514
H -3.654 1.150 3.070
H -4.198 -0.371 2.388
C 0.407 -2.928 1.305
N 1.580 -2.090 1.065
C 2.842 -2.828 0.977
C 1.453 -0.725 1.038
C 2.455 0.195 0.670
C 3.535 -0.168 -0.170
C 4.506 0.743 -0.496
C 4.471 2.043 -0.001
C 5.555 2.995 -0.353
C 3.387 2.431 0.787
C 2.394 1.540 1.113
H 0.634 -3.959 1.044
H 0.115 -2.895 2.355
H -0.425 -2.598 0.687
H 2.854 -3.634 1.704
H 2.939 -3.263 -0.018
H 3.698 -2.191 1.194
H 0.511 -0.329 1.373
H 3.562 -1.154 -0.596
H 5.300 0.464 -1.167
H 5.535 3.872 0.292
H 6.534 2.526 -0.244
H 5.456 3.327 -1.388
H 3.339 3.448 1.141
H 1.570 1.848 1.735
*
```

---

The following is a DFT calculation (wB97M-V/def2-TZVPD) of a gas-phase ion, C17H26NO3 (charge +1).

As for the LUMO energy: -2.432 eV. The gap between HOMO and LUMO comes out at 9.34 eV. Its energy above the lowest of the compared OMol25 structures with the same formula, charge and spin is 5.0 kcal/mol. The calculation puts the total energy at -943.651833 Eh. Its HOMO energy is -11.77 eV.

```
! wB97M-V def2-TZVPD RIJCOSX def2/J DEFGRID3
* xyz 1 1
C 3.200 2.350 0.269
N 3.168 0.931 -0.110
C 4.161 0.650 -1.156
C 3.323 0.035 1.065
C 2.620 -1.308 0.856
O 1.221 -1.275 1.140
C 0.379 -0.657 0.309
O 0.776 0.048 -0.608
C -1.038 -0.931 0.661
C -1.719 -1.813 -0.372
C -2.665 -2.729 0.075
C -3.358 -3.518 -0.826
C -3.105 -3.409 -2.183
C -2.156 -2.508 -2.633
C -1.467 -1.711 -1.734
C -1.864 0.386 0.895
O -3.043 0.035 1.564
C -1.111 1.371 1.823
C -0.929 2.657 1.016
C -2.112 2.636 0.053
C -2.141 1.177 -0.395
H 3.062 2.970 -0.615
H 4.158 2.597 0.726
H 2.401 2.572 0.973
H 2.189 0.684 -0.495
H 4.149 -0.403 -1.426
H 3.933 1.235 -2.045
H 5.159 0.914 -0.808
H 4.385 -0.130 1.255
H 2.887 0.519 1.942
H 3.014 -2.042 1.562
H 2.769 -1.680 -0.164
H -1.036 -1.462 1.619
H -2.860 -2.826 1.133
H -4.092 -4.221 -0.464
H -3.643 -4.026 -2.886
H -1.950 -2.420 -3.688
H -0.730 -1.016 -2.106
H -3.630 -0.452 0.972
H -0.171 0.958 2.191
H -1.756 1.550 2.681
H 0.000 2.621 0.441
H -0.912 3.542 1.648
H -3.029 2.880 0.589
H -1.995 3.327 -0.779
H -1.350 1.003 -1.122
H -3.092 0.890 -0.842
*
```

---

The following is a DFT calculation (wB97M-V/def2-TZVPD) of a molecular structure, C17H27AuN7O2Si.

As for the LUMO energy: -3.437 eV. The gap between HOMO and LUMO comes out at 7.34 eV. Its energy above the lowest of the compared OMol25 structures with the same formula, charge and spin is 0.7 kcal/mol. The calculation puts the total energy at -1622.607752 Eh. Its HOMO energy is -10.78 eV.

```
! wB97M-V def2-TZVPD RIJCOSX def2/J DEFGRID3
* xyz 1 1
Au 0.085 -0.786 0.155
N 1.418 0.012 -1.675
N 1.765 1.320 -1.332
C 1.053 2.005 -0.410
N 1.285 3.300 -0.306
N 0.188 1.294 0.332
N -0.820 1.943 1.047
O -0.804 3.157 1.159
O -1.681 1.221 1.472
H 2.249 -0.567 -1.709
H 0.919 -0.011 -2.560
H 2.390 1.834 -1.934
H 1.880 3.770 -0.966
H 0.753 3.831 0.368
C -2.701 0.260 -1.840
N -1.870 -0.831 -1.359
C -2.173 -2.055 -1.532
C -1.315 -3.071 -0.990
C -1.356 -4.450 -1.048
C -0.231 -4.932 -0.352
C 0.459 -3.832 0.111
N -0.181 -2.701 -0.290
C -1.830 1.258 -2.577
C -1.052 0.850 -3.657
C -0.220 1.749 -4.310
C -0.149 3.073 -3.882
C -0.930 3.490 -2.813
C -1.768 2.585 -2.168
H -3.135 0.760 -0.973
H -3.526 -0.098 -2.465
H -3.072 -2.361 -2.072
H -2.104 -5.037 -1.559
H 0.058 -5.962 -0.220
H 1.372 -3.786 0.685
H -1.107 -0.180 -3.995
H 0.357 1.427 -5.169
H 0.483 3.780 -4.404
H -0.905 4.524 -2.492
H -2.386 2.919 -1.340
C 1.124 1.303 3.487
Si 1.101 -0.565 3.408
C 2.815 -1.187 2.996
C 0.498 -1.233 5.041
C -0.068 -1.363 2.154
H 1.636 1.589 4.410
H 0.125 1.737 3.536
H 1.682 1.758 2.663
H 3.496 -1.048 3.838
H 3.241 -0.655 2.141
H 2.801 -2.253 2.757
H 1.194 -0.967 5.840
H 0.407 -2.321 5.028
H -0.479 -0.816 5.296
H -1.139 -1.252 2.330
H 0.169 -2.427 2.147
*
```